[1]
{"formula": "C4H8O2", "method": "wB97M-V/def2-TZVPD", "e_tot_ha": -307.5686, "lumo_ev": 0.779, "relative_energy_kcal_mol": 90.3, "species": ["O", "C", "C", "C", "C", "O", "H", "H", "H", "H", "H", "H", "H", "H"], "positions_angstrom": [[1.426, -1.361, -0.324], [1.245, -0.045, -0.798], [0.627, 0.509, 0.470], [-1.064, 1.220, 0.176], [-0.678, -0.055, 0.774], [-0.972, -1.465, 0.270], [0.468, -1.656, -0.134], [0.568, 0.013, -1.671], [2.207, 0.403, -1.101], [1.385, 0.677, 1.251], [-0.929, 1.467, -0.868], [-1.876, 1.807, 0.654], [-0.899, -0.069, 1.838], [-1.507, -1.445, -0.536]], "lowdin_charge": [-0.101, -0.253, -0.081, 0.037, -0.372, -0.055, 0.043, 0.118, 0.123, 0.138, 0.064, 0.087, 0.146, 0.108]}

=====

[2]
{"formula": "H16O8Pb", "method": "wB97M-V/def2-TZVPD", "e_tot_ha": -803.7804, "lumo_ev": -6.608, "relative_energy_kcal_mol": 57.4, "total_charge": 2, "species": ["Pb", "O", "H", "H", "O", "H", "H", "O", "H", "H", "O", "H", "H", "O", "H", "H", "O", "H", "H", "O", "H", "H", "O", "H", "H"], "positions_angstrom": [[-6.906, -0.031, -9.921], [-5.203, 0.740, -11.268], [-5.032, 1.652, -11.131], [-5.636, 0.778, -12.118], [-8.232, 1.291, -11.438], [-9.105, 1.629, -11.293], [-7.798, 2.063, -11.794], [-4.780, -0.553, -8.478], [-4.010, -1.025, -8.846], [-4.321, 0.268, -8.161], [-7.476, -1.933, -8.411], [-8.353, -2.212, -8.482], [-6.863, -2.704, -8.353], [-6.035, -1.895, -10.932], [-6.596, -2.678, -10.799], [-5.185, -2.272, -10.846], [-8.865, -1.573, -10.945], [-9.556, -1.121, -11.345], [-9.198, -2.460, -10.755], [-6.162, 2.082, -8.864], [-5.296, 2.451, -8.731], [-6.870, 2.694, -8.995], [-8.871, 0.711, -8.761], [-9.017, 1.518, -8.196], [-9.619, 0.556, -9.343]], "lowdin_charge": [1.551, -0.088, 0.058, 0.077, -0.098, 0.074, 0.081, -0.102, 0.087, 0.093, -0.098, 0.029, 0.109, -0.111, 0.087, 0.071, -0.051, 0.031, 0.097, -0.084, 0.084, 0.060, -0.139, 0.126, 0.056]}

=====

[3]
{"formula": "C4H7N2", "method": "wB97M-V/def2-TZVPD", "e_tot_ha": -265.6313, "lumo_ev": [-3.257, -8.994], "s2": 2.010, "relative_energy_kcal_mol": 58.5, "total_charge": 1, "multiplicity": 3, "species": ["C", "C", "C", "C", "N", "N", "H", "H", "H", "H", "H", "H", "H"], "positions_angstrom": [[1.034, 1.098, 0.047], [-0.231, 1.432, 0.082], [1.263, -0.301, -0.128], [-0.073, -1.001, 0.148], [-2.193, 0.072, -0.131], [-1.010, 0.042, 0.046], [1.908, 1.651, 0.061], [-0.951, 2.297, 0.182], [1.554, -0.464, -1.204], [1.960, -0.709, 0.682], [-0.469, -1.730, -0.589], [-0.135, -1.457, 1.134], [-2.656, -0.930, -0.330]], "lowdin_charge": [-0.067, 0.116, -0.128, -0.109, 0.267, -0.215, 0.121, 0.155, 0.165, 0.166, 0.150, 0.144, 0.235]}

=====

[4]
{"formula": "C5H10N2O", "method": "wB97M-V/def2-TZVPD", "e_tot_ha": -381.1378, "lumo_ev": 1.038, "relative_energy_kcal_mol": 92.6, "species": ["C", "N", "N", "C", "C", "C", "O", "C", "H", "H", "H", "H", "H", "H", "H", "H", "H", "H"], "positions_angstrom": [[-0.666, 2.103, -0.201], [-1.531, 1.308, 0.345], [-1.834, 0.225, -0.451], [-2.226, -1.053, 0.177], [-0.913, -0.911, -0.511], [0.428, -0.777, 0.225], [1.305, 0.049, -0.571], [2.521, 0.060, 0.104], [-0.058, 1.765, -1.070], [-0.543, 3.098, 0.214], [-2.314, -1.052, 1.236], [-3.071, -1.518, -0.362], [-0.865, -1.338, -1.501], [0.841, -1.776, 0.339], [0.311, -0.305, 1.224], [3.048, -0.899, -0.019], [3.112, 0.798, -0.385], [2.455, 0.225, 1.206]], "lowdin_charge": [-0.028, -0.028, -0.117, -0.074, -0.225, -0.181, -0.211, -0.140, 0.087, 0.062, 0.095, 0.109, 0.132, 0.121, 0.127, 0.091, 0.079, 0.102]}

=====

[5]
{"formula": "C29H44BrN3P2Pt", "method": "wB97M-V/def2-TZVPD", "e_tot_ha": -4670.9286, "lumo_ev": [-7.159, -8.494], "s2": 2.016, "relative_energy_kcal_mol": 118.6, "total_charge": 2, "multiplicity": 3, "species": ["C", "C", "C", "C", "N", "C", "C", "C", "C", "C", "C", "C", "C", "C", "Pt", "P", "H", "H", "H", "H", "H", "H", "H", "H", "C", "C", "H", "H", "H", "H", "H", "C", "C", "H", "H", "H", "H", "H", "C", "C", "H", "H", "H", "H", "H", "Br", "P", "C", "C", "H", "H", "H", "H", "H", "C", "C", "H", "H", "H", "H", "H", "C", "C", "H", "H", "H", "H", "H", "C", "C", "N", "C", "C", "N", "H", "H", "H", "H", "H", "H"], "positions_angstrom": [[-0.164, 6.641, -3.404], [-0.291, 5.289, -3.851], [-0.678, 5.046, -5.189], [-0.814, 6.157, -6.049], [-0.626, 7.387, -5.607], [-0.326, 7.672, -4.350], [-0.069, 4.220, -2.932], [0.358, 3.842, -1.829], [-0.097, 3.214, -0.683], [0.658, 3.106, 0.511], [0.397, 1.999, 1.336], [-0.676, 1.189, 0.931], [-1.648, 1.486, -0.079], [-1.307, 2.507, -0.922], [-0.036, -0.659, 0.548], [2.058, -1.312, 1.077], [-0.844, 4.022, -5.539], [0.068, 6.842, -2.349], [-1.073, 5.999, -7.102], [-0.197, 8.713, -4.033], [-1.920, 2.736, -1.795], [1.458, 3.839, 0.730], [-2.520, 0.880, -0.217], [1.055, 1.713, 2.188], [2.537, -2.850, 1.950], [3.644, -3.657, 1.294], [1.631, -3.456, 2.132], [2.851, -2.505, 2.946], [3.901, -4.481, 1.970], [3.336, -4.099, 0.340], [4.552, -3.060, 1.147], [2.470, -1.404, -0.702], [3.564, -0.485, -1.198], [1.552, -1.163, -1.279], [2.703, -2.458, -0.858], [3.564, -0.557, -2.292], [3.373, 0.562, -0.937], [4.551, -0.793, -0.844], [3.061, -0.061, 1.927], [4.519, -0.472, 2.083], [2.597, 0.048, 2.919], [2.954, 0.904, 1.413], [5.089, 0.383, 2.448], [4.628, -1.268, 2.821], [4.992, -0.800, 1.154], [-0.399, -2.713, 3.184], [-1.412, -2.101, -0.168], [-0.109, -3.411, -0.597], [-0.230, -4.797, -1.218], [0.460, -3.569, 0.337], [0.546, -2.896, -1.318], [0.796, -5.064, -1.523], [-0.532, -5.550, -0.490], [-0.847, -4.785, -2.116], [-2.908, -2.432, 0.971], [-4.039, -3.475, 0.853], [-3.438, -1.478, 1.138], [-2.415, -2.657, 1.937], [-4.403, -3.687, 1.873], [-4.906, -3.056, 0.327], [-3.722, -4.421, 0.407], [-2.025, -1.357, -1.846], [-2.456, -2.098, -3.111], [-1.218, -0.673, -2.170], [-2.883, -0.742, -1.546], [-2.860, -1.332, -3.781], [-1.616, -2.539, -3.645], [-3.250, -2.826, -2.942], [-0.052, 0.076, 4.461], [-1.301, 0.352, 3.719], [-1.661, 0.181, 2.453], [-2.955, 0.661, 2.339], [-3.376, 1.115, 3.565], [-2.324, 0.881, 4.443], [0.017, 0.873, 5.236], [-0.127, -0.923, 4.943], [0.819, 0.098, 3.786], [-3.462, 0.735, 1.400], [-4.290, 1.614, 3.829], [-2.260, 1.142, 5.444]], "lowdin_charge": [0.014, -0.230, 0.000, -0.116, 0.066, -0.113, 0.080, 0.050, -0.224, 0.022, -0.065, -0.276, -0.089, 0.012, 0.789, 0.808, 0.115, 0.119, 0.119, 0.119, 0.146, 0.147, 0.081, 0.109, -0.443, -0.116, -0.045, 0.085, 0.097, 0.074, 0.073, -0.404, -0.112, 0.051, 0.075, 0.093, 0.081, 0.074, -0.382, -0.113, 0.069, 0.073, 0.094, 0.081, 0.062, 0.441, 0.815, -0.399, -0.105, 0.026, 0.053, 0.088, 0.082, 0.073, -0.393, -0.112, 0.054, -0.070, 0.088, 0.076, 0.074, -0.364, -0.124, 0.068, 0.064, 0.085, 0.073, 0.080, -0.075, -0.392, 0.026, -0.119, -0.006, 0.142, 0.111, 0.028, 0.039, 0.099, 0.129, 0.197]}

=====

[6]
{"formula": "C2HF3N2O", "method": "wB97M-V/def2-TZVPD", "e_tot_ha": -561.0874, "lumo_ev": 0.082, "relative_energy_kcal_mol": 4.8, "species": ["F", "C", "O", "N", "N", "C", "F", "F", "H"], "positions_angstrom": [[-0.864, -1.111, -1.239], [-0.486, 0.085, -0.704], [-1.402, 0.418, 0.278], [-0.906, -0.065, 1.476], [0.239, -0.404, 1.451], [0.801, -0.061, 0.167], [1.739, -0.877, -0.282], [1.284, 1.201, 0.363], [-0.404, 0.814, -1.509]], "lowdin_charge": [0.072, -0.269, 0.012, 0.082, 0.152, -0.515, 0.173, 0.117, 0.175]}

=====

[7]
{"formula": "C6H7ClS", "method": "wB97M-V/def2-TZVPD", "e_tot_ha": -1091.1304, "lumo_ev": 0.733, "relative_energy_kcal_mol": 30.3, "species": ["Cl", "C", "C", "C", "S", "C", "C", "C", "H", "H", "H", "H", "H", "H", "H"], "positions_angstrom": [[2.408, -0.187, -0.912], [1.283, -0.400, 0.417], [0.420, -1.564, -0.030], [-0.951, -1.673, -0.232], [-2.246, -0.503, -0.406], [-1.563, 1.140, -0.766], [-0.362, 1.560, -0.283], [0.536, 0.893, 0.707], [1.753, -0.655, 1.444], [1.062, -2.482, -0.095], [-1.370, -2.653, -0.557], [-2.226, 1.715, -1.363], [-0.140, 2.619, -0.612], [1.379, 1.690, 1.019], [0.018, 0.499, 1.668]], "lowdin_charge": [0.648, -0.774, -0.222, -0.443, 0.876, -0.377, -0.192, -0.276, 0.139, 0.105, 0.062, 0.042, 0.116, 0.149, 0.147]}

=====

[8]
{"formula": "C3H9NO2S", "method": "wB97M-V/def2-TZVPD", "e_tot_ha": -723.0363, "lumo_ev": 0.591, "relative_energy_kcal_mol": 82.9, "species": ["C", "C", "N", "C", "S", "O", "O", "H", "H", "H", "H", "H", "H", "H", "H", "H"], "positions_angstrom": [[-1.471, -0.826, 0.500], [-0.676, 0.490, 0.716], [0.621, 0.626, 0.177], [1.610, -0.342, 0.498], [0.444, 0.673, -1.600], [-0.706, -0.039, -2.091], [1.656, 0.505, -2.320], [-1.243, -1.672, 1.284], [-2.465, -0.574, 0.737], [-1.475, -1.058, -0.492], [-1.366, 1.198, 0.367], [-0.558, 0.619, 1.822], [1.458, -1.450, 0.208], [2.526, 0.133, 0.093], [1.770, -0.278, 1.601], [-0.124, 1.996, -1.499]], "lowdin_charge": [-0.082, -0.313, -0.318, -0.153, 0.695, -0.351, -0.300, 0.118, 0.052, 0.004, 0.087, 0.137, 0.125, 0.087, 0.100, 0.112]}